# C39H51N4NaO3S2Sb2

C39H51N4NaO3S2Sb2 as an isolated structure at a distorted geometry (the ωB97M-V functional and the def2-TZVPD basis, the Open Molecules 2025 dataset).

Results
**E**: -92536.1118 eV
**Energy relative to the best compared isomer or geometry (same formula, charge and spin)**: 0.4354 eV
**Strongest force on any atom**: 2.02 eV/A
**HOMO energy**: -7.72 eV
**LUMO**: 0.25 eV
**Total charge**: 0
**Gap between HOMO and LUMO**: 0.2929 Eh

Geometry as XYZ:
```
102
Properties=species:S:1:pos:R:3:mulliken_charge:R:1
Na 0.317 0.372 -0.555 1.16
C 2.588 0.545 5.059 -1.64
C 2.255 -0.737 4.305 0.62
C 0.734 -0.927 4.205 -0.64
C 2.875 -0.805 2.920 0.00
C 3.029 -2.054 2.317 -0.64
C 3.507 -2.181 1.024 -0.52
C 3.870 -1.057 0.286 1.08
C 4.437 -1.204 -1.107 -1.53
C 3.749 0.191 0.894 -1.04
C 3.254 0.319 2.190 0.47
H 2.223 0.481 6.086 0.48
H 2.101 1.404 4.589 0.09
H 3.666 0.729 5.090 0.40
H 2.657 -1.581 4.874 0.50
H 0.297 -0.126 3.604 -0.17
H 0.272 -0.921 5.197 0.53
H 0.490 -1.877 3.722 -0.03
H 2.757 -2.945 2.877 0.48
H 3.602 -3.168 0.579 0.33
H 5.454 -1.604 -1.074 0.43
H 4.469 -0.244 -1.625 0.30
H 3.834 -1.891 -1.704 0.17
H 4.083 1.068 0.345 0.30
H 3.170 1.304 2.632 0.11
N -7.180 -0.663 2.699 -0.54
C -5.979 -0.273 2.131 1.03
C -5.515 -0.883 0.963 -0.81
C -4.334 -0.471 0.379 -0.51
C -3.603 0.566 0.946 -0.42
C -4.054 1.189 2.107 -0.26
C -5.230 0.767 2.694 -0.81
S -2.102 1.014 0.152 1.19
O -1.740 -0.166 -0.644 -0.31
O -2.284 2.211 -0.638 -0.76
N -0.891 1.126 1.206 -0.14
C -0.689 2.304 1.890 -0.07
N 0.570 2.472 2.350 0.36
C 0.874 3.650 2.873 0.00
C -0.023 4.701 2.967 -1.13
C -1.315 4.402 2.558 -0.56
N -1.662 3.229 2.048 -0.49
H -7.540 -1.563 2.442 0.21
H -7.341 -0.407 3.656 0.21
H -6.087 -1.690 0.516 0.30
H -3.963 -0.964 -0.513 0.32
H -3.482 2.005 2.531 0.34
H -5.581 1.247 3.602 0.31
H 1.892 3.759 3.247 0.39
H 0.250 5.663 3.376 0.46
H -2.115 5.131 2.660 0.45
C 0.282 0.631 -4.500 -1.51
Sb 1.068 -0.877 -3.189 0.53
C 2.357 -1.648 -4.723 -1.48
C -0.615 -2.211 -3.524 -1.37
C -0.359 -3.639 -3.119 0.78
C 0.356 -4.457 -4.003 -0.54
C 0.627 -5.786 -3.725 -0.84
C 0.166 -6.335 -2.535 -0.72
C -0.548 -5.542 -1.654 -0.58
C -0.819 -4.193 -1.911 0.44
C -1.575 -3.411 -0.877 -1.16
Sb -0.279 -2.451 0.596 0.64
C 0.425 -4.344 1.359 -1.50
C -1.793 -2.265 2.111 -1.47
H -0.073 0.165 -5.420 0.58
H 1.071 1.346 -4.740 0.36
H -0.542 1.157 -4.012 0.36
H 1.777 -1.820 -5.631 0.44
H 2.846 -2.573 -4.416 0.36
H 3.121 -0.893 -4.921 0.42
H -0.832 -2.151 -4.590 0.78
H -1.443 -1.751 -2.979 0.24
H 0.695 -4.029 -4.942 0.36
H 1.180 -6.389 -4.435 0.41
H 0.351 -7.377 -2.301 0.40
H -0.922 -5.976 -0.732 0.34
H -2.220 -4.073 -0.300 0.75
H -2.181 -2.606 -1.292 0.25
H -0.423 -4.992 1.590 0.50
H 1.010 -4.183 2.269 0.37
H 1.062 -4.834 0.617 0.38
H -2.745 -2.645 1.735 0.56
H -1.911 -1.218 2.393 0.16
H -1.494 -2.842 2.986 0.62
C 2.303 3.840 -0.252 -0.85
S 0.685 3.226 -0.741 1.23
O 1.005 1.964 -1.508 -0.41
C 0.340 4.493 -1.949 0.08
C -0.002 5.765 -1.502 -0.54
C -0.274 6.753 -2.434 -0.66
C -0.222 6.460 -3.795 -0.48
C 0.097 5.179 -4.221 -0.55
C 0.378 4.183 -3.294 -0.30
H 2.939 3.793 -1.137 0.44
H 2.661 3.171 0.534 -0.06
H 2.215 4.861 0.124 0.47
H -0.070 5.972 -0.436 0.41
H -0.539 7.749 -2.102 0.40
H -0.440 7.233 -4.520 0.38
H 0.120 4.949 -5.278 0.44
H 0.624 3.174 -3.600 0.16
```

=====

# C11H18ClNO2

C11H18ClNO2 as an isolated structure at a distorted geometry (the ωB97M-V functional and the def2-TZVPD basis, the Open Molecules 2025 dataset).

Results
**E**: -29801.9998 eV
**Energy relative to the best compared isomer or geometry (same formula, charge and spin)**: 0.8840 eV
**Strongest force on any atom**: 4.24 eV/A
**HOMO energy**: -8.29 eV
**LUMO**: 0.30 eV
**Total charge**: 0
**Gap between HOMO and LUMO**: 0.3157 Eh

Geometry as XYZ:
```
33
Properties=species:S:1:pos:R:3:mulliken_charge:R:1
C -2.727 -1.337 -2.024 -0.84
N -1.371 -1.833 -2.068 0.21
C -1.164 -3.284 -1.974 -0.81
C -0.301 -0.959 -1.749 -0.79
Cl 1.376 -1.671 -2.419 -0.14
H -3.445 -2.179 -2.130 0.36
H -2.957 -0.790 -1.086 0.26
H -2.828 -0.652 -2.884 0.31
H -2.144 -3.803 -1.818 0.35
H -0.705 -3.573 -2.946 0.32
H -0.448 -3.523 -1.150 0.25
H -0.403 0.009 -2.297 0.68
C 1.332 2.626 2.518 -2.11
C 1.090 1.515 1.539 1.64
C 2.318 0.585 1.484 -1.60
C -0.137 0.732 2.069 -0.94
C -0.609 -0.326 1.062 0.22
O -1.257 -1.289 1.448 -0.65
C -0.168 -0.206 -0.343 0.39
C 0.407 1.020 -0.844 0.58
O 0.499 1.280 -2.066 -0.71
C 0.805 2.119 0.147 -0.83
H 0.434 3.253 2.557 0.44
H 1.509 2.160 3.491 0.45
H 2.193 3.217 2.197 0.43
H 2.219 -0.252 0.777 0.34
H 3.204 1.167 1.197 0.41
H 2.464 0.178 2.495 0.42
H 0.121 0.254 3.050 0.39
H -0.984 1.439 2.266 0.34
H 0.038 -1.444 -0.547 -0.11
H -0.046 2.843 0.206 0.30
H 1.689 2.725 -0.161 0.43
```

=====

Repeat the second record exactly.
# C11H18ClNO2

C11H18ClNO2 as an isolated structure at a distorted geometry (the ωB97M-V functional and the def2-TZVPD basis, the Open Molecules 2025 dataset).

Results
**E**: -29801.9998 eV
**Energy relative to the best compared isomer or geometry (same formula, charge and spin)**: 0.8840 eV
**Strongest force on any atom**: 4.24 eV/A
**HOMO energy**: -8.29 eV
**LUMO**: 0.30 eV
**Total charge**: 0
**Gap between HOMO and LUMO**: 0.3157 Eh

Geometry as XYZ:
```
33
Properties=species:S:1:pos:R:3:mulliken_charge:R:1
C -2.727 -1.337 -2.024 -0.84
N -1.371 -1.833 -2.068 0.21
C -1.164 -3.284 -1.974 -0.81
C -0.301 -0.959 -1.749 -0.79
Cl 1.376 -1.671 -2.419 -0.14
H -3.445 -2.179 -2.130 0.36
H -2.957 -0.790 -1.086 0.26
H -2.828 -0.652 -2.884 0.31
H -2.144 -3.803 -1.818 0.35
H -0.705 -3.573 -2.946 0.32
H -0.448 -3.523 -1.150 0.25
H -0.403 0.009 -2.297 0.68
C 1.332 2.626 2.518 -2.11
C 1.090 1.515 1.539 1.64
C 2.318 0.585 1.484 -1.60
C -0.137 0.732 2.069 -0.94
C -0.609 -0.326 1.062 0.22
O -1.257 -1.289 1.448 -0.65
C -0.168 -0.206 -0.343 0.39
C 0.407 1.020 -0.844 0.58
O 0.499 1.280 -2.066 -0.71
C 0.805 2.119 0.147 -0.83
H 0.434 3.253 2.557 0.44
H 1.509 2.160 3.491 0.45
H 2.193 3.217 2.197 0.43
H 2.219 -0.252 0.777 0.34
H 3.204 1.167 1.197 0.41
H 2.464 0.178 2.495 0.42
H 0.121 0.254 3.050 0.39
H -0.984 1.439 2.266 0.34
H 0.038 -1.444 -0.547 -0.11
H -0.046 2.843 0.206 0.30
H 1.689 2.725 -0.161 0.43
```